Entry 1:
Entry from the Open Molecules 2025 dataset: a single C6H13N molecule (wB97M-V/def2-TZVPD).

## Properties
**HOMO**: -8.42 eV
**Molar mass**: 99.2 Da
**LUMO energy**: 0.9 eV

Element x y z (Å)
C 0.46 0.43 1.60
C 0.64 -0.14 0.19
C 1.72 0.65 -0.55
C 1.04 -1.61 0.29
C -0.70 -0.08 -0.74
C -1.79 0.41 -0.23
N -2.85 0.71 -1.30
H 1.40 0.35 2.15
H 0.18 1.48 1.56
H -0.29 -0.12 2.15
H 1.88 0.25 -1.55
H 2.67 0.60 -0.02
H 1.43 1.70 -0.64
H 1.98 -1.72 0.84
H 0.28 -2.19 0.80
H 1.19 -2.04 -0.71
H -0.55 -0.50 -1.72
H -1.96 0.93 0.69
H -3.00 -0.07 -1.92
H -3.73 0.98 -0.89

Results of the Löwdin charge analysis, in e, for atoms 1 through 4: -0.081 -0.585 -0.073 -0.077

Entry 2:
Entry from the Open Molecules 2025 dataset: a single C6H13N molecule (wB97M-V/def2-TZVPD).

## Properties
**HOMO**: -7.88 eV
**Molar mass**: 99.2 Da
**LUMO energy**: 1.0 eV

Element x y z (Å)
C 0.62 -1.41 -0.72
C 0.32 -0.49 0.24
C -0.70 0.61 0.06
C -1.34 0.72 -1.33
C -1.79 2.17 -1.55
N 1.13 -0.35 1.36
C 1.84 -1.51 1.85
H 1.56 -1.89 -0.53
H 0.15 -1.39 -1.69
H -1.41 0.54 0.90
H -0.25 1.56 0.37
H -2.17 0.02 -1.42
H -0.63 0.45 -2.11
H -0.94 2.86 -1.57
H -2.35 2.36 -2.46
H -2.41 2.45 -0.68
H 0.82 0.24 2.11
H 1.25 -2.42 1.69
H 1.95 -1.47 2.94
H 2.84 -1.69 1.42

Results of the Löwdin charge analysis, in e, for atoms 1 through 4: 0.039 -0.374 -0.176 -0.258

Entry 3:
Entry from the Open Molecules 2025 dataset: a single C6H13N molecule (wB97M-V/def2-TZVPD).

## Properties
**HOMO**: -9.17 eV
**Molar mass**: 99.2 Da
**LUMO energy**: 1.1 eV

Element x y z (Å)
C -0.97 2.83 0.52
C -0.52 1.39 0.23
C 0.65 0.86 -0.68
C 0.59 -0.63 -0.39
C 1.53 -1.13 0.68
N -0.36 -1.28 -0.95
C -0.67 -2.64 -0.58
H -2.02 2.88 0.19
H -0.98 3.14 1.57
H -0.41 3.57 -0.05
H -0.77 0.71 1.06
H -1.19 1.06 -0.54
H 0.40 0.99 -1.75
H 1.63 1.31 -0.52
H 2.08 -0.29 1.10
H 1.00 -1.63 1.49
H 2.25 -1.84 0.26
H -0.37 -3.32 -1.38
H -0.23 -2.99 0.37
H -1.76 -2.73 -0.48

Results of the Löwdin charge analysis, in e, for atoms 1 through 4: -0.102 -0.230 -0.150 -0.402

In order of appearance, max |F| = 5.2; 2.0; 1.6 eV/A.